The following is a quantum chemistry calculation of 13 unconnected molecules or ions with the total composition C13H52N26O13 in a non-equilibrium geometry, from the OMol25 dataset.

Each line ends with the Mulliken charge.
Positions of all 104 atoms, in Å:
1 C 3.3676 -0.4955 2.7624  0.259
2 O 3.7870 -1.3853 3.4409  -0.711
3 N 3.8466 0.6746 2.3992  -0.149
4 N 2.1403 -0.3346 2.5369  -0.139
5 H 3.1248 1.3809 2.4168  0.013
6 H 4.8010 0.9511 2.5800  0.325
7 H 1.8754 0.2972 1.7948  -0.209
8 H 1.5194 -1.0816 2.8137  0.288
9 C 2.4325 -2.4962 -3.8171  -0.780
10 O 3.5099 -1.9743 -3.4786  -0.450
11 N 1.5963 -2.0840 -4.7303  -0.689
12 N 1.7188 -3.2606 -2.9381  -0.266
13 H 0.6697 -2.4850 -4.7567  0.453
14 H 2.1048 -1.5904 -5.4499  0.657
15 H 0.7151 -3.2187 -2.8338  0.254
16 H 2.2645 -3.6487 -2.1819  0.271
17 C 4.7405 0.0328 -0.9122  0.522
18 O 3.5316 -0.0395 -0.6667  0.447
19 N 5.6869 0.6433 -0.1970  -0.439
20 N 5.2345 -0.6124 -1.9224  -0.328
21 H 5.3389 1.2025 0.5687  0.066
22 H 6.6646 0.6468 -0.4504  0.187
23 H 6.2187 -0.4832 -2.1087  0.148
24 H 4.6568 -1.2114 -2.4947  0.316
25 C -5.6596 -2.5245 -1.0248  0.530
26 O -6.3113 -3.4734 -1.3016  -0.658
27 N -4.4162 -2.2508 -1.1984  0.188
28 N -6.1231 -1.3689 -0.6504  -0.276
29 H -3.7597 -3.0026 -1.3534  0.162
30 H -4.1006 -1.2993 -1.0751  -0.014
31 H -5.6037 -0.5031 -0.6221  0.160
32 H -7.1188 -1.2218 -0.5672  0.195
33 C -0.9115 4.3927 1.0117  0.513
34 O -1.6793 4.3154 0.1214  -0.603
35 N -0.2634 5.4874 1.2060  -0.345
36 N -0.6540 3.4466 1.7987  -0.046
37 H 0.5038 5.6356 1.8459  0.141
38 H -0.5071 6.3313 0.7074  0.232
39 H -0.0014 3.4677 2.5693  0.213
40 H -0.8918 2.5591 1.3793  -0.084
41 C 3.9538 3.6761 0.7310  0.327
42 O 3.8647 4.4731 1.5898  -0.690
43 N 3.0437 2.7984 0.4917  0.833
44 N 4.7852 3.6512 -0.2719  -0.111
45 H 3.1944 2.0985 -0.2207  -0.850
46 H 2.1889 2.7095 1.0224  -0.009
47 H 4.4189 3.4106 -1.1819  0.106
48 H 5.5858 4.2626 -0.3454  0.225
49 C 2.4552 2.4578 -2.9990  -2.075
50 O 3.5873 2.6596 -2.8861  0.067
51 N 1.5083 3.2992 -2.6104  0.218
52 N 1.9539 1.4869 -3.7119  0.069
53 H 0.5452 3.0327 -2.7573  0.355
54 H 1.7126 4.0592 -1.9774  0.066
55 H 2.6829 0.8192 -3.9187  -0.052
56 H 1.2723 1.6847 -4.4305  0.691
57 C 2.3360 -3.5149 0.2151  0.379
58 O 2.1438 -4.6407 0.6937  -0.781
59 N 1.3789 -2.5994 0.2374  0.675
60 N 3.4152 -2.9791 -0.3230  -0.050
61 H 0.4583 -2.8014 0.6004  0.063
62 H 1.5423 -1.6444 -0.0479  -0.591
63 H 3.4590 -2.0206 -0.6383  -0.312
64 H 4.2984 -3.4612 -0.2350  0.230
65 C -1.5097 -3.9706 -1.2843  -0.115
66 O -0.9099 -2.9816 -1.5777  -0.397
67 N -1.8414 -4.3287 -0.0859  -0.117
68 N -2.1338 -4.7356 -2.2043  -0.289
69 H -1.4192 -3.8447 0.6936  0.046
70 H -2.5577 -5.0020 0.1459  0.239
71 H -2.9425 -5.2997 -1.9857  0.193
72 H -1.8544 -4.8065 -3.1723  0.293
73 C -3.8963 -2.8180 3.8931  0.613
74 O -3.2104 -3.8121 3.9988  -0.686
75 N -3.6558 -1.9002 2.9949  -0.040
76 N -4.8691 -2.5091 4.6067  -0.519
77 H -2.9323 -2.1904 2.3527  -0.034
78 H -4.0149 -0.9609 2.9013  0.148
79 H -5.7689 -2.6383 4.1665  0.243
80 H -4.9042 -3.0614 5.4516  0.281
81 C -2.7070 1.6968 4.1241  0.705
82 O -3.0814 1.2173 3.1048  -0.582
83 N -3.5069 2.3042 5.0069  -0.441
84 N -1.4591 1.5452 4.5484  -0.345
85 H -4.5046 2.2033 4.8865  0.241
86 H -3.1601 2.8759 5.7639  0.130
87 H -0.7652 1.0945 3.9693  0.187
88 H -1.2997 2.1077 5.3720  0.135
89 C -3.8434 1.9476 -1.9245  -0.370
90 O -4.7127 1.3763 -1.3513  -0.299
91 N -4.1676 2.9512 -2.7205  -0.448
92 N -2.5697 1.8488 -1.7935  0.564
93 H -5.1539 3.1401 -2.6128  0.221
94 H -3.5319 3.4742 -3.3057  0.249
95 H -2.1067 1.2522 -1.1229  -0.062
96 H -1.9269 2.4970 -2.2257  -0.043
97 C -0.2485 0.2465 -0.0116  0.557
98 O 0.0871 1.0672 0.7430  -0.293
99 N 0.4848 -0.1497 -0.9882  0.112
100 N -1.3257 -0.3265 0.0335  0.698
101 H 1.3772 0.2628 -1.2198  -0.434
102 H 0.1908 -0.9364 -1.5492  -0.094
103 H -1.9992 -0.0906 0.7483  0.066
104 H -1.4826 -1.0829 -0.6172  -0.450

Calculated values
**Orbital gap (alpha / beta)**: 1.90 / 9.08 eV
**Relative energy (zero: lowest compared OMol25 entry of this formula, charge and spin)**: 42.0 kcal per mole
**Molecular weight**: 780.7 Da
**Charge**: -1
**LUMO level (alpha / beta)**: 2.0 / 2.0 eV
**2S+1**: 2



The following is a quantum chemistry calculation of a molecular structure, C13H6IPtS5 in a non-equilibrium geometry, from the OMol25 dataset.

Each line ends with the natural charge from an NBO analysis.
Positions of all 26 atoms, in Å:
1 Pt 10.3645 3.6237 4.3146  0.610
2 I 13.0438 2.7998 4.3276  0.365
3 C 13.0403 3.1458 6.3505  -0.126
4 C 14.2434 3.2911 7.0006  -0.197
5 C 14.2632 3.4484 8.3872  -0.164
6 C 13.0854 3.4154 9.0790  -0.100
7 C 11.8141 3.3353 8.4174  -0.112
8 C 10.5784 3.3544 9.1095  -0.020
9 C 9.3557 3.4084 8.4297  -0.196
10 C 9.3641 3.4123 7.0286  -0.192
11 C 10.5466 3.2658 6.3033  -0.131
12 C 11.7756 3.2208 6.9961  -0.092
13 H 15.1877 3.2720 6.4616  0.248
14 H 15.2209 3.6087 8.9019  0.251
15 H 13.0864 3.4895 10.1522  0.234
16 H 10.5881 3.4235 10.1916  0.232
17 H 8.4326 3.5138 8.9705  0.245
18 H 8.4198 3.5233 6.5019  0.235
19 S 5.0253 8.2951 4.3353  0.169
20 C 6.2816 7.2643 4.0990  -0.602
21 S 7.9802 7.7330 4.1529  0.563
22 C 8.6502 6.1613 3.9932  -0.414
23 C 7.7192 5.0982 3.7970  -0.420
24 S 8.1648 3.5121 3.5831  0.029
25 S 6.0470 5.5536 3.8354  0.559
26 S 10.3307 5.9337 4.1040  0.025

Calculated values
**Orbital gap (alpha / beta)**: 6.24 / 4.74 eV
**Relative energy (zero: lowest compared OMol25 entry of this formula, charge and spin)**: 0.0 kcal per mole
**Molecular weight**: 644.5 Da
**Charge**: +1
**LUMO level (alpha / beta)**: -3.9 / -7.1 eV
**2S+1**: 5



Copy entry 2 word for word.
The following is a quantum chemistry calculation of a molecular structure, C13H6IPtS5 in a non-equilibrium geometry, from the OMol25 dataset.

Each line ends with the natural charge from an NBO analysis.
Positions of all 26 atoms, in Å:
1 Pt 10.3645 3.6237 4.3146  0.610
2 I 13.0438 2.7998 4.3276  0.365
3 C 13.0403 3.1458 6.3505  -0.126
4 C 14.2434 3.2911 7.0006  -0.197
5 C 14.2632 3.4484 8.3872  -0.164
6 C 13.0854 3.4154 9.0790  -0.100
7 C 11.8141 3.3353 8.4174  -0.112
8 C 10.5784 3.3544 9.1095  -0.020
9 C 9.3557 3.4084 8.4297  -0.196
10 C 9.3641 3.4123 7.0286  -0.192
11 C 10.5466 3.2658 6.3033  -0.131
12 C 11.7756 3.2208 6.9961  -0.092
13 H 15.1877 3.2720 6.4616  0.248
14 H 15.2209 3.6087 8.9019  0.251
15 H 13.0864 3.4895 10.1522  0.234
16 H 10.5881 3.4235 10.1916  0.232
17 H 8.4326 3.5138 8.9705  0.245
18 H 8.4198 3.5233 6.5019  0.235
19 S 5.0253 8.2951 4.3353  0.169
20 C 6.2816 7.2643 4.0990  -0.602
21 S 7.9802 7.7330 4.1529  0.563
22 C 8.6502 6.1613 3.9932  -0.414
23 C 7.7192 5.0982 3.7970  -0.420
24 S 8.1648 3.5121 3.5831  0.029
25 S 6.0470 5.5536 3.8354  0.559
26 S 10.3307 5.9337 4.1040  0.025

Calculated values
**Orbital gap (alpha / beta)**: 6.24 / 4.74 eV
**Relative energy (zero: lowest compared OMol25 entry of this formula, charge and spin)**: 0.0 kcal per mole
**Molecular weight**: 644.5 Da
**Charge**: +1
**LUMO level (alpha / beta)**: -3.9 / -7.1 eV
**2S+1**: 5



Question: charge of number 2 (C13H6IPtS5)?
Answer: +1